[1]
DFT (wB97M-V/def2-TZVPD) results for a structure of composition C23H26N4O8OsSSb2 in a non-equilibrium geometry.

```
65
Properties=species:S:1:pos:R:3
Os -0.016 -1.508 -0.373
C 0.250 1.190 -2.712
Sb 0.903 1.993 -0.753
C 0.478 1.383 1.292
C 0.149 4.030 -0.576
C -0.892 4.056 0.490
C -0.595 4.741 1.666
C -1.504 4.832 2.701
C -2.746 4.234 2.570
C -3.047 3.525 1.422
C -2.130 3.399 0.376
C -2.494 2.565 -0.788
Sb -2.191 0.364 -0.503
C -3.447 0.176 1.241
C -3.611 -0.117 -2.058
H 0.967 1.557 -3.447
H -0.754 1.542 -2.937
H 0.282 0.096 -2.672
H 1.300 1.772 1.892
H 0.430 0.296 1.399
H -0.457 1.833 1.613
H -0.214 4.371 -1.543
H 1.002 4.645 -0.294
H 0.376 5.202 1.761
H -1.240 5.361 3.602
H -3.473 4.317 3.362
H -4.019 3.065 1.317
H -1.954 2.865 -1.683
H -3.564 2.631 -0.981
H -4.475 0.396 0.967
H -3.112 0.862 2.016
H -3.374 -0.845 1.599
H -4.573 0.329 -1.822
H -3.724 -1.194 -2.129
H -3.261 0.272 -3.012
O -1.960 -2.390 0.314
N -2.064 -3.708 0.315
C -3.015 -4.265 1.080
C -3.141 -5.625 1.184
C -2.238 -6.439 0.495
C -1.289 -5.856 -0.314
C -1.220 -4.463 -0.438
S -0.155 -3.682 -1.531
H -3.645 -3.560 1.598
H -3.921 -6.038 1.803
H -2.288 -7.511 0.599
H -0.573 -6.444 -0.868
O 7.582 -2.547 -0.116
N 7.288 -1.451 -0.525
O 8.052 -0.626 -0.964
C 5.880 -1.093 -0.481
C 4.962 -2.037 -0.059
C 3.608 -1.725 -0.030
C 3.145 -0.476 -0.520
O 1.888 -0.207 -0.690
C 4.136 0.488 -0.839
C 5.477 0.203 -0.818
N 3.587 1.783 -1.091
O 2.944 2.271 -0.050
O 2.957 1.961 -2.183
N 2.687 -2.660 0.480
O 1.577 -2.228 0.933
O 2.957 -3.850 0.497
H 5.293 -3.016 0.259
H 6.215 0.958 -1.046
```

Calculated values
ΔE to the lowest compared entry with this formula, charge and spin = 6.6269 eV
Charge = +1
2S+1 = 2
HOMO level (alpha / beta) = -9.0 / -8.9 eV
LUMO energy (alpha / beta) = -5.423 / -5.166 eV
Frontier orbital gap (alpha / beta) = 3.58 / 3.69 eV

[2]
DFT (wB97M-V/def2-TZVPD) results for a structure of composition C6H5NO2 in a non-equilibrium geometry.

```
14
Properties=species:S:1:pos:R:3
C -1.162 2.171 1.246
C -0.571 1.332 0.283
C -0.591 0.215 -1.612
C 0.051 -0.677 -0.638
C 0.960 -2.074 0.605
C 0.374 0.010 0.493
H -1.661 3.031 0.638
H -1.160 1.789 2.213
H -1.753 -0.180 -1.666
H -0.084 0.031 -2.854
H 1.486 -2.785 1.007
N 0.637 -1.889 -0.646
O -0.490 1.575 -1.140
O 1.033 -0.891 1.505
```

Calculated values
ΔE to the lowest compared entry with this formula, charge and spin = 6.3434 eV
Charge = 0
HOMO level = -8.8 eV
LUMO energy = 0.283 eV
Frontier orbital gap = 9.07 eV

[3]
DFT (wB97M-V/def2-TZVPD) results for a structure of composition C48H36HfN15O in a non-equilibrium geometry.

```
101
Properties=species:S:1:pos:R:3
Hf -16.048 10.231 19.202
C -14.641 9.443 23.350
C -13.760 10.457 23.734
C -13.558 11.435 22.818
C -14.155 11.428 21.572
N -15.005 10.467 21.192
C -15.254 9.485 22.113
N -13.756 12.407 20.738
C -14.515 12.857 19.798
N -15.715 12.325 19.276
C -16.262 13.274 18.330
N -17.354 13.268 17.702
C -18.269 12.306 17.608
C -19.453 12.649 16.926
C -20.297 11.678 16.531
C -20.039 10.325 16.754
C -18.917 10.129 17.579
N -18.083 11.037 18.034
C -15.319 14.404 18.292
C -15.406 15.614 17.550
C -14.318 16.418 17.630
C -13.255 16.166 18.431
C -13.201 15.044 19.249
C -14.215 14.125 19.120
H -14.871 8.537 23.916
H -13.136 10.361 24.587
H -12.827 12.264 22.988
H -16.148 8.903 21.853
H -19.573 13.641 16.719
H -21.103 11.945 15.834
H -20.562 9.511 16.304
H -18.674 9.120 17.875
H -16.278 15.829 16.922
H -14.265 17.289 16.976
H -12.331 16.842 18.437
H -12.339 14.865 19.919
C -16.500 5.615 18.512
C -17.607 5.240 19.261
C -18.193 6.235 20.037
C -17.785 7.568 20.069
N -16.636 7.861 19.350
C -16.011 6.938 18.619
C -18.429 8.653 20.785
C -19.474 8.556 21.647
C -19.969 9.639 22.309
C -19.369 10.885 22.069
C -18.344 10.959 21.185
N -17.797 9.887 20.604
H -16.057 4.877 17.837
H -18.109 4.339 19.138
H -19.159 6.091 20.565
H -15.089 7.400 18.085
H -19.929 7.569 21.806
H -20.789 9.545 22.967
H -19.752 11.773 22.413
H -18.048 11.968 20.849
C -10.320 9.964 17.698
N -11.576 9.836 18.524
C -12.777 10.227 18.120
N -13.721 9.687 18.882
C -13.005 8.960 19.780
N -11.694 9.031 19.536
C -9.917 8.566 17.449
C -8.839 7.985 18.096
C -8.541 6.642 17.900
C -9.366 5.828 17.160
C -10.495 6.361 16.586
C -10.684 7.759 16.657
C -11.494 5.552 15.940
N -11.567 4.265 15.796
N -12.764 4.010 15.125
C -13.390 5.105 15.058
O -12.653 6.170 15.553
C -14.785 5.453 14.574
C -15.776 4.465 14.457
C -17.028 4.864 14.108
C -17.303 6.244 13.851
C -16.331 7.235 13.945
C -16.404 8.694 13.604
N -16.085 9.422 14.817
C -16.254 9.110 16.087
N -15.747 10.051 16.894
C -15.209 10.905 16.002
N -15.380 10.586 14.737
C -15.058 6.790 14.333
H -9.619 10.575 18.262
H -10.580 10.493 16.820
H -12.877 10.962 17.331
H -13.416 8.499 20.648
H -8.213 8.553 18.687
H -7.614 6.312 18.348
H -9.194 4.753 17.132
H -11.583 8.208 16.220
H -15.519 3.427 14.651
H -17.792 4.121 13.861
H -18.285 6.442 13.429
H -17.432 8.891 13.261
H -15.672 8.978 12.851
H -16.848 8.257 16.457
H -14.772 11.932 16.242
H -14.210 7.462 14.328
```

Calculated values
Charge = +3
HOMO level = -14.7 eV
LUMO energy = -9.324 eV
Frontier orbital gap = 5.39 eV

[4]
DFT (wB97M-V/def2-TZVPD) results for a structure of composition C19H43Cl2EuF3P2 in a non-equilibrium geometry.

```
70
Properties=species:S:1:pos:R:3
Eu -0.041 0.164 -0.067
Cl -0.510 -1.878 -1.970
P 2.518 -0.044 -0.843
C 2.356 0.046 -2.701
C 3.584 1.367 -0.231
C 3.104 -1.707 -0.402
C 1.188 0.868 -3.267
H 2.158 -1.001 -2.948
C 3.695 0.543 -3.258
H 3.753 1.646 -3.182
H 3.736 0.255 -4.316
H 4.559 0.109 -2.748
H 0.258 0.288 -3.270
H 1.415 1.169 -4.299
H 1.004 1.807 -2.715
H 2.366 -2.312 -0.947
C 3.012 -2.055 1.088
C 4.509 -1.850 -0.977
H 4.496 -1.967 -2.056
H 4.962 -2.753 -0.531
H 5.149 -0.999 -0.704
H 2.284 -1.487 1.674
H 3.990 -1.932 1.579
H 2.718 -3.100 1.162
C 2.870 2.704 -0.451
H 4.474 1.303 -0.889
C 3.947 1.222 1.242
H 2.784 2.938 -1.518
H 3.410 3.531 0.036
H 1.863 2.706 0.033
H 3.047 1.030 1.893
H 4.350 2.187 1.582
H 4.695 0.435 1.390
Cl 0.547 1.594 2.200
H 0.416 -1.601 1.003
P -2.506 -0.549 0.806
C -2.812 -2.351 0.749
C -3.023 0.171 2.425
C -3.398 0.156 -0.666
C -1.659 -3.241 1.231
H -2.936 -2.522 -0.325
C -4.101 -2.625 1.525
H -3.886 -2.641 2.608
H -4.462 -3.612 1.215
H -4.893 -1.898 1.332
H -0.898 -3.356 0.458
H -2.058 -4.236 1.449
H -1.186 -2.875 2.157
H -2.967 -0.455 -1.480
C -3.066 1.615 -0.980
C -4.897 -0.011 -0.517
H -5.181 -1.046 -0.641
H -5.384 0.619 -1.291
H -5.220 0.380 0.470
H -2.164 1.965 -0.450
H -3.865 2.332 -0.704
H -2.902 1.703 -2.041
C -2.104 -0.384 3.529
H -4.049 -0.206 2.543
C -3.048 1.707 2.430
H -2.385 -1.408 3.808
H -2.192 0.247 4.417
H -1.024 -0.374 3.262
H -2.057 2.146 2.186
H -3.287 2.031 3.452
H -3.803 2.122 1.748
F 0.717 3.932 -1.642
C -0.134 2.994 -1.204
F -0.824 3.582 -0.152
F -1.011 2.860 -2.301
```

Calculated values
ΔE to the lowest compared entry with this formula, charge and spin = 0.0000 eV
Charge = -1
2S+1 = 7
HOMO level (alpha / beta) = -4.2 / -4.2 eV
LUMO energy (alpha / beta) = 2.803 / 2.805 eV
Frontier orbital gap (alpha / beta) = 7.01 / 7.04 eV

[5]
DFT (wB97M-V/def2-TZVPD) results for a structure of composition C2H8NSe in a non-equilibrium geometry.

```
12
Properties=species:S:1:pos:R:3
C -0.475 -0.595 -1.071
C 0.358 0.505 -0.619
N -0.047 1.716 -0.288
Se 2.107 0.009 -0.075
H -0.140 -1.462 -0.498
H -0.283 -0.773 -2.139
H -1.509 -0.481 -0.857
H 0.733 -2.215 0.697
H -1.033 1.848 -0.308
H 0.523 2.551 -0.090
H 1.021 -2.939 0.549
H 2.818 1.313 0.049
```

Calculated values
ΔE to the lowest compared entry with this formula, charge and spin = 0.8761 eV
Charge = +1
HOMO level = -14.6 eV
LUMO energy = -5.060 eV
Frontier orbital gap = 9.52 eV

[6]
DFT (wB97M-V/def2-TZVPD) results for a cluster of 2 separate species, H4IN2P in total in a non-equilibrium geometry.

```
8
Properties=species:S:1:pos:R:3
H 0.526 1.198 -0.228
N 1.230 0.795 -0.869
P 1.480 -0.256 -1.933
I -0.640 -1.511 -2.665
N -0.505 0.198 1.270
H -0.218 0.016 2.238
H -0.354 -0.720 0.750
H -1.520 0.279 1.437
```

Calculated values
ΔE to the lowest compared entry with this formula, charge and spin = 0.9933 eV
Charge = 0
Structure (SMILES) = [H]/N=P\I.N
HOMO level = -9.3 eV
LUMO energy = -0.538 eV
Frontier orbital gap = 8.73 eV

[7]
DFT (wB97M-V/def2-TZVPD) results for a cluster of 2 separate species, C6H6ClN3O in total in a non-equilibrium geometry.

```
17
Properties=species:S:1:pos:R:3
C 1.200 -1.641 0.414
C 2.527 -1.523 0.061
C 0.623 -0.369 0.517
C 2.798 -0.182 0.017
C -1.279 -0.470 2.087
C -0.609 0.140 1.082
N 1.567 3.889 -0.369
N 0.783 3.060 -0.682
N -0.020 2.294 -0.767
O 1.635 0.530 0.307
Cl 4.175 0.824 -0.288
H 0.843 -2.647 0.575
H 3.028 -2.377 -0.278
H -1.121 -1.487 2.346
H -2.200 -0.105 2.477
H -0.709 1.251 0.763
H 2.593 3.721 -0.573
```

Calculated values
ΔE to the lowest compared entry with this formula, charge and spin = 1.5230 eV
Charge = 0
HOMO level = -8.2 eV
LUMO energy = 0.654 eV
Frontier orbital gap = 8.85 eV

[8]
DFT (wB97M-V/def2-TZVPD) results for a cluster of 2 separate species, C5H8N2O3 in total.

```
18
Properties=species:S:1:pos:R:3
C -3.598 0.537 0.397
C -3.287 -0.577 -0.430
C -2.092 -1.086 0.001
N -1.670 -0.321 1.056
C -2.582 0.669 1.304
H -4.469 1.166 0.333
H -3.875 -0.961 -1.246
H -1.512 -1.923 -0.347
H -0.825 -0.469 1.577
H -2.432 1.376 2.102
N 2.006 -0.427 -0.200
O 2.940 0.579 -0.601
C 4.202 0.087 -0.724
O 4.568 -1.011 -0.462
O 4.993 1.074 -1.209
H 1.582 -0.735 -1.071
H 1.314 0.107 0.316
H 4.738 1.914 -0.797
```

Calculated values
ΔE to the lowest compared entry with this formula, charge and spin = 1.9848 eV
Charge = 0
Structure (SMILES) = c1cc[nH]c1.NOC(=O)O
HOMO level = -8.6 eV
LUMO energy = 0.381 eV
Frontier orbital gap = 9.00 eV

[9]
DFT (wB97M-V/def2-TZVPD) results for a structure of composition C20H28NO6P in a non-equilibrium geometry.

```
56
Properties=species:S:1:pos:R:3
C 2.264 2.787 3.113
C 1.786 1.306 3.229
H 2.355 0.666 2.459
H 1.979 0.953 4.144
O 0.329 1.290 2.904
P -0.354 2.027 1.772
O -0.615 3.392 2.238
C 0.277 1.845 0.119
C 0.148 2.869 -0.830
C 0.700 2.753 -1.984
C 1.385 1.393 -2.578
N 1.734 1.368 -3.880
C 1.758 2.674 -4.580
H 2.231 3.299 -4.174
H 0.742 2.751 -5.109
H 2.674 2.281 -5.493
C 2.249 0.206 -4.114
H 1.620 -0.638 -3.816
H 3.116 -0.288 -3.932
H 2.205 0.019 -5.332
C 1.499 0.587 -1.541
C 1.243 0.598 -0.324
H 1.249 -0.241 0.456
H 2.280 -0.419 -1.783
H 0.294 3.433 -2.857
H -0.335 3.692 -0.387
H 1.594 3.548 3.831
H 3.181 2.803 3.277
H 2.164 3.256 2.016
C -1.858 0.811 1.807
C -1.635 -0.534 0.964
C -1.756 -0.381 -0.416
C -1.155 -1.580 -1.079
C -0.608 -2.500 -0.388
C -0.548 -2.558 0.984
C -1.050 -1.735 1.647
H -1.178 -1.456 2.750
O 0.229 -3.811 1.621
C 0.085 -3.789 2.951
H 0.799 -3.029 3.220
H 0.678 -4.704 3.365
H -0.661 -3.769 3.345
O -0.007 -3.573 -1.242
C -0.612 -4.773 -1.009
H -1.783 -4.871 -1.419
H -0.200 -5.564 -1.567
H -0.523 -5.240 0.113
O -1.132 -1.534 -2.267
C -1.764 -0.582 -3.222
H -1.439 -0.803 -4.368
H -2.769 -0.386 -2.997
H -1.149 0.367 -2.976
H -2.220 0.310 -0.755
O -2.230 0.605 3.182
H -2.139 1.404 3.699
H -2.525 1.213 1.233
```

Calculated values
ΔE to the lowest compared entry with this formula, charge and spin = 19.5406 eV
Charge = 0
HOMO level = -7.8 eV
LUMO energy = -0.022 eV
Frontier orbital gap = 7.76 eV

[10]
DFT (wB97M-V/def2-TZVPD) results for an isolated molecule of C21H22ClN3O2S in a non-equilibrium geometry.

```
50
Properties=species:S:1:pos:R:3
C -2.421 2.126 -7.129
O -1.976 0.950 -6.416
C -2.026 1.073 -5.081
C -1.319 2.038 -4.445
C -1.295 2.045 -3.002
C -2.052 1.090 -2.328
N -2.085 0.969 -0.868
C -3.031 1.804 -0.102
C -1.498 -0.228 -0.353
O -1.095 -1.116 -1.174
C -1.185 -0.344 1.169
C -0.159 0.660 1.576
C 0.760 0.153 2.710
N 1.277 -1.300 2.489
C 2.559 -1.626 2.738
N 3.171 -2.233 1.735
C 4.520 -2.291 1.691
C 5.195 -1.856 2.789
C 4.576 -1.326 3.872
S 5.252 -0.760 5.413
C 3.592 -0.389 5.991
C 2.670 -0.666 5.098
C 3.237 -1.265 3.867
C 0.688 -2.044 1.357
C -0.781 -1.829 1.480
C -2.892 0.175 -3.056
C -2.840 0.121 -4.382
Cl -3.602 -1.256 -5.278
H -3.227 2.558 -6.546
H -1.520 2.733 -7.412
H -2.857 1.791 -8.084
H -0.649 2.758 -4.995
H -0.776 2.872 -2.490
H -2.509 2.413 0.680
H -3.894 1.188 0.357
H -3.548 2.414 -0.846
H -2.038 -0.073 1.683
H -0.691 1.567 1.856
H 0.456 0.985 0.782
H 1.608 0.779 2.953
H 0.172 0.031 3.582
H 4.975 -2.637 0.756
H 6.308 -1.890 2.797
H 3.287 0.107 6.910
H 1.704 -0.359 5.170
H 0.848 -3.069 1.410
H 0.944 -1.662 0.375
H -1.219 -2.529 0.856
H -1.294 -2.043 2.404
H -3.320 -0.611 -2.560
```

Calculated values
ΔE to the lowest compared entry with this formula, charge and spin = 2.3937 eV
Charge = 0
Structure (SMILES) = COc1ccc(N(C)C(=O)C2CCN(c3nccc4sccc34)CC2)cc1Cl
HOMO level = -7.6 eV
LUMO energy = 0.504 eV
Frontier orbital gap = 8.15 eV

[11]
DFT (wB97M-V/def2-TZVPD) results for a cluster of 2 separate species, C3HBrNO3 in total in a non-equilibrium geometry.

```
9
Properties=species:S:1:pos:R:3
C -0.167 0.448 -0.816
C -1.609 0.422 -0.929
C 2.120 -0.864 0.680
N -1.003 -0.554 -0.126
O -2.705 0.856 -1.309
O 2.938 -0.039 0.779
O 1.460 -1.820 0.643
Br 0.449 2.126 0.254
H -1.482 -0.575 0.825
```

Calculated values
ΔE to the lowest compared entry with this formula, charge and spin = 1.3994 eV
Charge = -1
HOMO level = -3.0 eV
LUMO energy = 3.451 eV
Frontier orbital gap = 6.50 eV

Which formula does entry 2 have?
C6H5NO2